Below is a molecular structure, C4H10N3O2S, with properties calculated with ωB97M-V/def2-TZVPD.

Structure (ORCA input):
```
! wB97M-V def2-TZVPD RIJCOSX def2/J DEFGRID3
* xyz 1 1
S -0.9996 0.0578 -1.5382
O 1.5364 -1.4464 -1.4644
O 0.0303 -2.2782 -0.1045
N 2.1320 1.1101 -1.2757
N 1.5861 0.8813 -0.0091
N 0.6210 -1.2367 -0.5274
C -1.7505 0.2082 1.0327
C 0.6255 -0.0500 0.2031
C -2.1590 -0.5493 -0.2650
C -0.1908 -0.0083 1.4335
H -2.2553 -0.1009 1.9406
H 1.4716 1.6486 -1.7127
H 1.5738 1.7274 0.5149
H -2.0086 1.3015 0.9512
H 2.1446 -0.7062 -1.3780
H -1.8968 -1.5335 -0.1570
H -3.1786 -0.3010 -0.6626
H 0.1221 0.7184 2.1708
H 3.0238 1.5457 -1.0831
H -0.4281 -0.9887 1.9311
*
```

## Properties
E_LUMO (alpha / beta)   -5.9 / -5.9 eV
Orbital gap (alpha / beta)   7.81 / 7.81 eV
Relative energy (zero: lowest compared OMol25 entry of this formula, charge and spin)   118.5 kcal per mole
E_tot   -23697.4938 eV



Below is C2H5N3O2 in the gas phase, with properties calculated with ωB97M-V/def2-TZVPD.

Structure (ORCA input):
```
! wB97M-V def2-TZVPD RIJCOSX def2/J DEFGRID3
* xyz 0 1
O 2.3329 -0.0895 -0.3205
O 0.8921 1.4358 -0.7430
N -1.7431 -0.8387 0.0263
N 0.0622 0.7430 0.4822
N -1.3218 -1.4500 1.1572
C -1.0164 0.2173 -0.3046
C 2.0733 0.8179 -1.1644
H -1.0893 -0.8977 2.0499
H 2.5685 1.4446 -1.8806
H -2.1582 -1.9784 1.6258
H -1.3331 0.7909 -1.2216
H 0.7331 -0.1954 0.2932
*
```

## Properties
E_LUMO   0.5 eV
Orbital gap   9.46 eV
Relative energy (zero: lowest compared OMol25 entry of this formula, charge and spin)   155.6 kcal per mole
E_tot   -10715.0622 eV



Below is a gas-phase ion, CH4N5O4 (charge +1), with properties calculated with ωB97M-V/def2-TZVPD.

Structure (ORCA input):
```
! wB97M-V def2-TZVPD RIJCOSX def2/J DEFGRID3
* xyz 1 1
O 0.2183 -1.9376 -0.4137
O -1.5344 2.0731 -0.0761
O -1.9219 -1.8711 0.1639
O -2.8806 0.3943 0.1407
N 1.6913 0.7026 0.1607
N 0.4778 0.7395 -0.2862
N -1.7914 0.8426 0.0288
N -0.8973 -1.2589 -0.0591
N 2.3515 -0.2949 0.5695
C -0.6669 0.0060 -0.0842
H -0.0252 -2.9486 -0.4451
H -0.5092 2.1309 -0.1879
H 3.4072 -0.2591 0.5457
H 2.0808 1.6813 -0.0569
*
```

## Properties
E_LUMO   -6.1 eV
Orbital gap   7.79 eV
Relative energy (zero: lowest compared OMol25 entry of this formula, charge and spin)   1.5 kcal per mole
E_tot   -16724.5106 eV



Below is C3H5N3 in the gas phase, with properties calculated with ωB97M-V/def2-TZVPD.

Structure (ORCA input):
```
! wB97M-V def2-TZVPD RIJCOSX def2/J DEFGRID3
* xyz 0 1
N -0.5724 1.1103 0.1776
N 0.6906 1.0401 1.8848
N -0.1004 1.7987 1.1548
C 0.2335 -0.9152 -1.0692
C -0.0759 -0.2268 0.2329
C 0.8323 -0.2395 1.3962
H -0.6422 -0.9590 -1.7173
H -1.2068 1.5612 -0.4676
H 1.0271 -0.3874 -1.5905
H -0.7659 -0.8510 0.8641
H 0.5801 -1.9314 -0.8659
*
```

## Properties
E_LUMO   -0.4 eV
Orbital gap   8.36 eV
Relative energy (zero: lowest compared OMol25 entry of this formula, charge and spin)   104.9 kcal per mole
E_tot   -7657.9086 eV



Below is 2 unconnected molecules or ions with the total composition C2Cl3FN4, with properties calculated with ωB97M-V/def2-TZVPD.

Structure (ORCA input):
```
! wB97M-V def2-TZVPD RIJCOSX def2/J DEFGRID3
* xyz 0 1
Cl 2.2387 1.4951 -0.6456
Cl 0.6378 -1.4242 -0.0570
Cl 3.3685 -0.9071 0.4563
F -2.3721 -1.3325 -1.0773
N -0.5736 0.7063 1.0445
N -1.7769 1.2961 0.9179
N -2.5131 0.6695 0.1018
N -1.8571 -0.3981 -0.2574
C -0.5798 -0.3516 0.2976
C 3.4275 0.2465 -0.7809
*
```

## Properties
E_LUMO   -1.2 eV
Orbital gap   8.39 eV
Relative energy (zero: lowest compared OMol25 entry of this formula, charge and spin)   79.6 kcal per mole
E_tot   -48311.6544 eV



Below is a molecular structure, C22H60F3NaO20, with properties calculated with ωB97M-V/def2-TZVPD.

Structure (ORCA input):
```
! wB97M-V def2-TZVPD RIJCOSX def2/J DEFGRID3
* xyz 0 1
Na 31.8040 -19.9083 -7.6316
F 27.6314 -15.8396 -3.2327
F 28.3408 -17.6087 -2.1957
F 29.7199 -16.1241 -2.6415
O 34.7343 -19.2575 -0.3877
O 29.8237 -11.6032 0.8601
O 23.7381 -13.6267 -6.3990
O 22.4342 -18.8968 0.4935
O 32.0063 -10.9535 3.1412
O 21.0658 -12.6153 -6.5567
O 28.8611 -24.2511 -2.6457
O 31.0465 -25.1265 -0.9063
O 35.5116 -17.5110 -2.3641
O 25.3995 -14.0242 -13.5333
O 25.4166 -17.0579 -12.6994
O 34.8489 -13.1346 -14.5452
O 30.0599 -21.6178 -10.3251
O 30.8253 -18.7210 -11.0481
O 29.2577 -18.6935 -4.9058
O 22.4083 -18.5665 -2.2983
O 36.5813 -15.2231 -7.1517
O 37.4287 -15.0000 -9.9416
O 31.7307 -11.3259 -13.9551
O 29.7402 -16.5283 -5.4402
C 21.5128 -13.3798 -5.4243
C 29.6734 -25.2922 -0.7871
C 28.7821 -24.1703 -1.2130
C 33.6540 -18.5983 -1.0570
C 28.7673 -17.3403 -4.7024
C 22.7347 -19.7822 -1.6211
C 34.0241 -12.0122 -14.2573
C 37.8145 -14.2369 -8.9359
C 37.9365 -15.0281 -7.6277
C 29.3445 -20.6671 -11.0391
C 32.5553 -12.4598 -14.1565
C 30.1873 -12.2178 2.0858
C 34.3526 -17.3457 -1.5624
C 25.9992 -15.9251 -12.0211
C 29.4924 -15.1174 -5.6045
C 22.1039 -20.0798 -0.2639
C 23.0085 -13.2016 -5.2877
C 31.6633 -12.1326 2.4487
C 28.6555 -16.7201 -3.2022
C 30.2410 -19.7343 -11.9243
C 30.3096 -14.7583 -6.7877
C 26.4925 -14.9097 -13.1058
H 29.6361 -19.3213 -12.7316
H 33.2139 -19.1268 -1.9027
H 31.4827 -10.8893 3.9432
H 29.2957 -10.8117 0.9878
H 29.8696 -13.2601 2.0599
H 31.7180 -13.0373 3.0541
H 31.3380 -15.0469 -6.5704
H 32.2801 -12.9791 -15.0745
H 38.7312 -13.7173 -9.2145
H 32.6609 -13.2735 -13.4390
H 23.1713 -13.7740 -4.3745
H 34.1897 -11.2377 -15.0062
H 28.6910 -20.0580 -10.4145
H 29.3712 -26.2356 -1.2418
H 24.5510 -16.8347 -13.0494
H 28.8296 -23.3533 -2.9842
H 30.3108 -13.6701 -6.8497
H 32.7766 -18.5247 -0.4145
H 22.2994 -20.4682 -2.3478
H 35.4147 -16.9089 -3.1055
H 23.0519 -17.9968 -1.8708
H 27.8458 -17.0858 -5.2259
H 34.2725 -11.6373 -13.2644
H 21.2253 -13.0474 -4.4268
H 21.3238 -14.4333 -5.6306
H 29.7626 -14.5516 -4.7129
H 30.0199 -14.9199 -7.8260
H 26.7919 -16.1948 -11.3233
H 29.3965 -22.2608 -10.0640
H 38.5127 -15.9352 -7.8105
H 22.4030 -21.0295 0.1796
H 21.6803 -12.9446 -7.2166
H 23.2280 -12.1655 -5.0298
H 31.9944 -11.0242 -13.0827
H 32.4906 -12.2697 1.7524
H 28.5066 -14.8792 -6.0037
H 36.9923 -13.5214 -8.9518
H 35.2542 -13.4098 -13.7196
H 27.3408 -14.3384 -12.7287
H 26.8000 -15.4776 -13.9839
H 25.6261 -13.1140 -13.3288
H 21.0588 -20.1961 -0.5509
H 22.0153 -18.1003 0.1594
H 28.5795 -21.0699 -11.7029
H 25.2515 -15.5743 -11.3098
H 36.2633 -16.0369 -7.5494
H 38.4326 -14.5048 -6.8103
H 29.6944 -11.6942 2.9050
H 35.5232 -19.0538 -0.8954
H 37.1214 -15.8167 -9.5414
H 29.1691 -23.1858 -0.9500
H 31.7380 -18.4830 -11.2265
H 33.6640 -16.6643 -2.0620
H 34.7831 -16.8455 -0.6949
H 30.9537 -20.3303 -12.4944
H 23.8242 -19.7630 -1.5950
H 31.2159 -25.2006 -1.8484
H 24.3470 -14.3478 -6.2233
H 27.7438 -24.2279 -0.8864
H 29.6174 -25.4473 0.2904
*
```

## Properties
E_LUMO   -2.3 eV
Orbital gap   4.55 eV
Relative energy (zero: lowest compared OMol25 entry of this formula, charge and spin)   187.5 kcal per mole
E_tot   -77293.6300 eV